[1]
Below is a single C2H2ClF2NO molecule, with properties calculated with wB97M-V/def2-TZVPD.

```
9
Properties=species:S:1:pos:R:3
C -1.056 0.005 -0.311
C 1.462 -0.080 0.495
N -2.249 -0.508 -0.168
O -0.013 -0.394 0.538
F 1.726 0.416 1.680
F 2.091 -1.166 0.346
Cl 1.872 1.143 -0.763
H -0.870 0.982 -0.891
H -2.963 -0.398 -0.925
```

Summary:
Molar mass in g mol⁻¹: 129.49
Multiplicity: 1
Frontier orbital gap in eV: 10.72
LUMO level in Eh: 0.0202
Total energy in hartree: -867.2816
HOMO in eV: -10.17

Just the Löwdin charges please, in e? Sure, here they are: number 1, C, carries -0.28; number 2, C, carries -0.96; number 3, N, carries 0.08; number 4, O, carries -0.04; number 5, F, carries 0.12; number 6, F, carries 0.18; number 7, Cl, carries 0.72; number 8, H, carries 0.12; number 9, H, carries 0.07

[2]
Below is a gas-phase ion, C10H12NOS (charge +1), with properties calculated with wB97M-V/def2-TZVPD.

```
25
Properties=species:S:1:pos:R:3
C -3.211 -0.505 -0.555
C -3.080 0.899 -0.570
C -2.106 -1.261 -0.122
C -1.855 1.484 -0.411
C -0.879 -0.665 0.006
C -0.697 0.648 -0.211
C 1.599 -1.233 -0.331
C 0.385 -1.538 0.349
C 2.845 -1.698 -0.831
C 1.264 1.693 1.556
N 1.642 0.905 -1.185
O 0.497 3.087 -0.359
S 0.790 1.689 -0.214
H -4.091 -1.035 -0.693
H -3.912 1.565 -0.670
H -2.286 -2.324 -0.077
H -1.787 2.545 -0.642
H 0.785 -1.378 1.477
H 0.153 -2.594 0.486
H 2.756 -2.807 -0.571
H 3.655 -1.341 -0.208
H 3.114 -1.522 -1.905
H 2.057 0.948 1.693
H 0.521 1.810 2.346
H 1.841 2.625 1.639
```

Summary:
Molar mass in g mol⁻¹: 194.28
Multiplicity: 1
Frontier orbital gap (alpha / beta) in eV: 7.12 / 6.38
LUMO level (alpha / beta) in Eh: -0.2237 / -0.2406
Total energy in hartree: -915.8742
HOMO (alpha / beta) in eV: -13.21 / -12.93
Charge: +1

Just the Löwdin charges please, in e? Sure, here they are: number 1, C, carries 0.00; number 2, C, carries -0.04; number 3, C, carries -0.02; number 4, C, carries -0.03; number 5, C, carries -0.22; number 6, C, carries -0.24; number 7, C, carries 0.10; number 8, C, carries -0.08; number 9, C, carries -0.03; number 10, C, carries -0.14; number 11, N, carries -0.12; number 12, O, carries -0.30; number 13, S, carries 0.66; number 14, H, carries 0.09; number 15, H, carries 0.12; number 16, H, carries 0.12; number 17, H, carries 0.12; number 18, H, carries 0.23; number 19, H, carries 0.15; number 20, H, carries 0.14; number 21, H, carries 0.12; number 22, H, carries 0.15; number 23, H, carries 0.05; number 24, H, carries 0.08; number 25, H, carries 0.07

[3]
Below is a molecular structure, C19H26ILaN4O, with properties calculated with wB97M-V/def2-TZVPD.

```
52
Properties=species:S:1:pos:R:3
C 0.515 -0.071 -5.182
I -0.129 1.453 -3.581
H -0.309 -0.740 -5.443
H 1.424 -0.608 -4.911
H 0.684 0.622 -6.014
C -1.126 3.888 0.527
C -2.257 3.569 -0.148
N -2.046 2.308 -0.694
C -0.823 1.811 -0.310
N -0.261 2.831 0.390
H -0.847 4.764 1.090
H -3.160 4.124 -0.286
C 2.281 -3.553 -0.425
C 1.336 -1.668 -1.202
N 2.281 -2.197 -0.336
H 1.244 -4.885 -1.853
N 0.922 -2.764 -1.969
H 2.912 -4.153 0.213
La -1.031 -0.250 -1.210
C 1.672 -0.474 -1.961
O 2.748 0.034 -2.084
C 1.441 -3.909 -1.441
C -0.161 -2.759 -2.949
H -1.161 -2.850 -2.466
H -0.041 -3.616 -3.635
H -0.123 -1.838 -3.552
C 2.985 -1.491 0.713
H 3.977 -1.950 0.828
H 2.464 -1.612 1.681
H 3.100 -0.428 0.466
C 1.066 2.806 0.965
H 1.446 3.834 1.012
H 1.733 2.194 0.342
H 1.042 2.388 1.982
C -3.015 1.596 -1.523
H -2.557 1.259 -2.491
H -3.838 2.259 -1.823
H -3.474 0.726 -0.996
C -1.168 -1.177 1.386
C -0.935 -0.443 2.616
C -1.980 -0.191 3.550
C -1.734 0.421 4.772
C -0.447 0.880 5.097
C 0.590 0.712 4.161
C 0.349 0.082 2.939
H -0.371 -1.866 1.064
H -2.189 -1.569 1.269
H -2.991 -0.494 3.279
H -2.542 0.551 5.494
H -0.245 1.361 6.055
H 1.595 1.081 4.399
H 1.156 0.003 2.197
```

Summary:
Molar mass in g mol⁻¹: 592.25
Multiplicity: 1
Frontier orbital gap (alpha / beta) in eV: 3.16 / 2.38
LUMO level (alpha / beta) in Eh: 0.1665 / 0.1648
Total energy in hartree: -1362.7418
HOMO (alpha / beta) in eV: 1.37 / 2.11
Charge: -2

Just the Löwdin charges please, in e? Sure, here they are: number 1, C, carries -0.53; number 2, I, carries 0.54; number 3, H, carries -0.05; number 4, H, carries -0.03; number 5, H, carries -0.07; number 6, C, carries -0.07; number 7, C, carries -0.06; number 8, N, carries -0.19; number 9, C, carries -0.37; number 10, N, carries -0.13; number 11, H, carries 0.11; number 12, H, carries 0.10; number 13, C, carries -0.12; number 14, C, carries -0.48; number 15, N, carries -0.15; number 16, H, carries 0.08; number 17, N, carries -0.17; number 18, H, carries 0.09; number 19, La, carries 0.86; number 20, C, carries -0.56; number 21, O, carries -0.11; number 22, C, carries -0.12; number 23, C, carries -0.12; number 24, H, carries 0.04; number 25, H, carries 0.09; number 26, H, carries 0.02; number 27, C, carries -0.06; number 28, H, carries 0.08; number 29, H, carries 0.07; number 30, H, carries 0.08; number 31, C, carries -0.02; number 32, H, carries 0.09; number 33, H, carries 0.10; number 34, H, carries 0.07; number 35, C, carries -0.23; number 36, H, carries -0.06; number 37, H, carries 0.07; number 38, H, carries 0.02; number 39, C, carries -0.24; number 40, C, carries -0.35; number 41, C, carries -0.08; number 42, C, carries -0.15; number 43, C, carries -0.17; number 44, C, carries -0.15; number 45, C, carries -0.10; number 46, H, carries 0.01; number 47, H, carries 0.00; number 48, H, carries 0.09; number 49, H, carries 0.08; number 50, H, carries 0.07; number 51, H, carries 0.09; number 52, H, carries 0.08